No. 1
13
Properties=species:S:1:pos:R:3:forces:R:3:mulliken_charge:R:1 method="wB97M-V/def2-TZVPD" smiles="C/N=N/O.C=N" spin_multiplicity=1 gap_ha=0.3110
C 1.21692 1.30914 0.25854 0.076 0.081 -0.751 -0.619
N 0.48520 0.07702 0.54827 3.934 -2.662 3.230 -0.166
N 1.30431 -0.91606 0.72861 -2.543 2.618 0.238 -0.198
O 0.63104 -2.02008 1.27721 0.532 1.134 -0.594 -0.298
H 1.73037 1.64418 1.16295 -0.102 -0.044 -0.115 0.251
H 1.94356 1.18237 -0.55038 0.070 -0.044 0.188 0.290
H 0.50645 2.07636 -0.05830 0.009 -0.163 0.143 0.265
H -0.27445 -1.69261 1.42457 -0.116 -0.139 -0.033 0.355
C -1.93854 -0.14353 -0.95403 2.610 -0.427 0.491 -0.245
N -0.89492 -0.87132 -0.82356 -1.473 -1.831 -3.626 -0.469
H -1.89095 0.94412 -0.82128 -0.084 0.259 -0.543 0.205
H -2.94453 -0.55634 -1.08173 0.117 -0.267 0.527 0.249
H 0.12551 -1.03324 -1.11086 -3.029 1.487 0.845 0.380

No. 2
13
Properties=species:S:1:pos:R:3:forces:R:3:mulliken_charge:R:1 method="wB97M-V/def2-TZVPD" smiles="CN(N)/C=N/O" spin_multiplicity=1 gap_ha=0.3392
C 0.91316 1.15099 -0.02974 1.815 1.041 -0.378 -0.859
N 0.55254 -0.21151 -0.30320 -1.103 0.424 -2.082 0.360
N 1.30091 -1.26217 0.16317 1.380 -0.361 0.525 -0.821
C -0.75265 -0.56576 -0.32709 -2.799 1.949 1.691 -0.003
N -1.65682 0.26804 0.17073 1.405 -2.319 -1.609 -0.402
O -2.92524 -0.38394 0.04580 0.615 0.046 0.000 -0.397
H 0.44417 1.97394 -0.72636 0.581 -1.968 1.589 0.246
H 2.05549 1.23532 -0.11497 -1.522 -0.133 -0.238 0.293
H 0.73919 1.25715 1.03552 -0.439 1.105 0.306 0.394
H 1.68404 -1.01862 1.05920 -0.542 -0.015 1.406 0.236
H 2.16176 -1.23376 -0.32187 1.087 -0.473 -1.415 0.239
H -1.00718 -1.57395 -0.66432 0.093 0.307 0.151 0.374
H -3.50937 0.36428 0.01314 -0.570 0.397 0.053 0.340

No. 3
13
Properties=species:S:1:pos:R:3:forces:R:3:mulliken_charge:R:1 method="wB97M-V/def2-TZVPD" spin_multiplicity=1 gap_ha="0.3310 / 0.3308"
C -1.21468 -1.65670 1.13885 1.074 -1.555 1.293 -0.251
C 0.83892 1.14641 -1.17804 -0.802 -0.167 -1.886 -0.201
N -1.10169 -0.92077 0.15073 1.013 3.015 0.905 -0.444
N 0.91898 0.86517 0.18996 -1.676 1.731 1.568 -0.035
N -0.31949 0.83406 0.71010 -1.398 -0.667 -3.915 -0.486
O 0.49884 -0.04079 -1.83716 -3.180 -0.449 0.688 -0.563
H -1.26200 -2.73242 0.90218 -0.714 0.076 0.185 0.255
H -1.01863 -1.48717 2.25315 -0.332 0.450 -1.301 0.202
H 0.19134 2.01628 -1.42994 -0.240 -0.716 0.879 0.232
H 1.70398 1.39448 -1.67506 2.802 0.761 -0.186 0.294
H 1.46342 0.09782 0.47309 1.316 -1.065 -0.010 0.238
H -0.30519 0.74028 1.65792 0.191 -1.010 3.360 0.256
H -0.39379 -0.25666 -1.35578 1.945 -0.403 -1.581 0.504

No. 4
13
Properties=species:S:1:pos:R:3:forces:R:3:mulliken_charge:R:1 method="wB97M-V/def2-TZVPD" spin_multiplicity=1 gap_ha=0.3613
C 2.23405 0.32921 0.42042 1.460 0.688 0.734 -0.820
N 1.03085 0.12273 -0.42807 1.595 -2.462 -2.228 -0.239
N 0.30470 -1.18572 -0.20946 -0.903 0.754 1.092 -0.645
C -0.95917 -1.04683 0.12121 3.504 2.712 -1.061 0.007
N -1.79299 0.00880 0.11332 -2.117 3.371 2.189 -0.224
O -1.20104 1.43074 -0.10641 0.281 -4.718 -0.230 -0.468
H 2.92236 -0.52985 0.71033 -1.866 0.162 0.146 0.300
H 2.03136 1.02719 1.29581 0.295 -1.077 -1.091 0.256
H 3.00309 0.76754 -0.26600 -0.931 0.654 0.553 0.312
H 1.59071 -0.14063 -1.30836 -1.924 0.658 1.112 0.275
H -1.49859 -1.85613 0.38754 -1.327 -3.162 0.710 0.422
H -2.57603 0.01540 0.93136 2.635 0.172 -2.718 0.285
H -0.31179 0.95554 -0.47973 -0.703 2.248 0.791 0.540

No. 5
14
Properties=species:S:1:pos:R:3:forces:R:3:mulliken_charge:R:1 method="wB97M-V/def2-TZVPD" smiles="CN(C)N(O)N=O" spin_multiplicity=1 gap_ha=0.3709
C 0.74063 -1.36361 0.29304 0.255 -0.867 -1.508 -0.720
N -0.26830 -0.36604 0.45009 -1.402 1.575 -1.541 -0.131
C -0.06405 0.54356 1.56046 0.024 0.259 -0.060 -0.778
N -0.40521 0.40476 -0.81574 0.028 -0.320 1.216 0.656
O -1.42784 1.31813 -0.92960 0.278 -0.480 0.251 -0.482
N 0.17246 0.02056 -1.87435 0.475 -0.030 -0.927 -0.129
O -0.21242 0.59106 -2.92808 -0.177 -0.002 0.804 -0.671
H 1.76435 -0.97220 0.33028 -0.015 0.001 0.215 0.318
H 0.60808 -1.76844 -0.73680 0.234 -0.146 1.045 0.290
H 0.56441 -2.15093 1.02575 0.131 0.166 0.071 0.320
H -0.81640 1.32540 1.51738 -0.022 0.028 0.091 0.312
H -0.19967 -0.02699 2.47724 -0.008 -0.022 -0.016 0.320
H 0.93446 0.99262 1.55945 0.060 0.031 -0.020 0.300
H -1.39051 1.45211 -1.92911 0.140 -0.192 0.381 0.394

No. 6
14
Properties=species:S:1:pos:R:3:forces:R:3:mulliken_charge:R:1 method="wB97M-V/def2-TZVPD" spin_multiplicity=1 gap_ha="0.3294 / 0.2559"
C -0.32188 0.93400 0.63593 -0.426 -1.208 -2.345 -1.138
C -0.09376 -0.85259 -1.09120 1.090 2.978 -0.797 -0.801
N 1.06529 -0.99256 1.03105 -1.054 -1.864 -6.104 -0.846
N 0.35265 -0.25935 0.18860 0.249 -1.193 2.749 0.745
N 3.01052 -0.10653 -0.13057 -1.407 -0.793 1.697 0.537
O 2.37473 0.67376 -0.79952 1.374 0.082 -0.442 -0.382
O 4.15872 -0.43740 -0.08577 0.022 0.725 -0.892 -0.485
H -0.23219 1.70230 -0.08139 -0.398 0.723 -1.239 0.336
H -1.30765 0.70562 0.92874 -1.668 -0.276 -0.330 0.412
H 0.02916 1.36053 1.46695 2.340 1.072 3.397 0.483
H -1.17936 -0.57874 -1.28590 1.434 -0.482 0.229 0.279
H 0.63232 -0.33846 -1.87665 -1.822 -1.107 1.178 0.274
H 0.11499 -1.88761 -1.08254 -0.034 -1.078 0.086 0.340
H 1.32545 -0.65564 1.88123 0.301 2.421 2.812 0.246

Number 1: molecular weight 89.1 g mol⁻¹. Number 2: molecular weight 89.1 g mol⁻¹. Number 3: molecular weight 89.1 g mol⁻¹. Number 4: molecular weight 89.1 g mol⁻¹. Number 5: molecular weight 105.1 g mol⁻¹. Number 6: molecular weight 105.1 g mol⁻¹.